Below is C4H7NO3 as an isolated structure in a non-equilibrium geometry, with properties calculated with the ωB97M-V functional and the def2-TZVPD basis.

Results
**Kohn-Sham gap (spin up / spin down)**: 8.95 / 7.35 eV
**LUMO level (spin up / spin down)**: 0.294 / 0.020 eV
**Total energy**: -11886.3781 eV

```
15
Properties=species:S:1:pos:R:3:forces:R:3:nbo_charge:R:1
O -0.1022 -2.2335 -0.6751 1.3 -0.3 0.1 -0.328
H 1.7742 0.7201 -2.3650 -0.6 0.3 0.1 0.495
H 0.0119 1.3413 -0.9014 0.5 0.1 -0.3 0.110
H -1.7352 -1.0835 -0.5480 0.1 0.2 0.2 0.184
H -1.4270 0.1205 1.9277 2.1 -0.3 -0.6 0.168
H -0.6940 -0.4118 -1.7681 0.6 -1.3 0.4 0.170
C 0.1698 -0.3887 0.3353 -0.7 -0.8 -1.9 -0.114
O -0.0393 1.6030 1.5578 0.4 2.6 1.1 -0.679
O 1.7947 0.4060 -1.4572 1.2 -1.2 -0.2 -0.680
N 0.4580 -1.8155 0.5332 1.6 0.1 0.7 -0.045
C -0.3026 0.2863 1.6214 -1.1 -2.6 0.2 -0.060
C -0.6642 -0.9901 -0.7974 -4.2 1.9 -1.3 -0.053
H 0.4111 -0.2069 2.3187 -0.8 0.5 0.3 0.206
C 0.8434 0.6953 -0.5864 -0.1 0.1 1.3 0.168
H -0.4989 1.9574 0.8045 -0.2 0.5 -0.1 0.459
```
Positions in Å, forces in eV/Å.

=====

Below is a 2-piece molecular cluster, C5H11N3 overall in a non-equilibrium geometry, with properties calculated with the ωB97M-V functional and the def2-TZVPD basis.

Results
**Kohn-Sham gap**: 9.80 eV
**LUMO level**: 1.006 eV
**Total energy**: -9829.6889 eV

```
19
Properties=species:S:1:pos:R:3:forces:R:3:nbo_charge:R:1
C -3.1502 1.4337 1.1469 -0.4 2.5 0.1 -0.484
N -0.0409 0.6462 -0.8182 -1.0 -0.8 -0.6 -0.408
H -0.0516 -2.0031 -0.9571 -0.5 0.7 1.7 0.201
H -2.3464 1.8053 1.6727 1.3 1.6 1.3 0.214
H 2.7552 -1.0994 -0.4829 -0.3 -0.1 -0.6 0.210
C 2.0240 -0.4842 -1.0338 0.6 1.6 -0.1 -0.601
H -1.1554 2.2430 -1.1737 0.8 0.5 0.7 0.185
C 0.8343 -0.2335 -0.1166 0.6 -1.5 -0.6 -0.094
H 1.2180 0.0463 0.8537 0.0 1.0 0.6 0.163
H 0.1987 2.3209 0.2536 -0.3 0.8 0.5 0.147
C -0.3391 1.8292 -0.5429 -0.1 -0.6 -0.5 -0.076
H 2.5257 0.5607 -1.1515 -0.7 -1.9 -0.4 0.204
C 0.0465 -1.5577 0.1102 3.2 -0.6 -3.2 -0.596
H 0.6760 -2.3182 0.6379 -1.0 0.9 0.2 0.211
H -3.6420 1.9734 0.3812 -0.5 0.4 -0.4 0.226
N -2.9404 0.2262 0.9534 -0.9 -3.8 -0.8 0.086
H 1.6252 -0.9279 -2.0021 1.0 0.6 1.1 0.222
H -0.8419 -1.1731 0.4653 -1.9 -0.7 1.1 0.217
N -2.8995 -0.8846 0.8069 0.1 -0.6 0.0 -0.025
```
Positions in Å, forces in eV/Å.